(1)
82
Properties=species:S:1:pos:R:3 method="wB97M-V/def2-TZVPD" homo_energy_ev=-3.1 charge=-1 homo_lumo_gap_ev=5.71 lumo_energy_ev=2.61
Pb 0.0754 -0.0125 -0.0111
Br 1.8476 2.6165 1.4059
C 1.2597 3.8631 0.0763
C 1.4670 5.1859 0.3499
C 1.0630 6.1648 -0.5759
C 0.5040 5.7820 -1.7602
C 0.3046 4.4151 -2.0657
C -0.2284 4.0319 -3.3156
C -0.4250 2.7099 -3.5975
C -0.1498 1.7315 -2.6239
C 0.3639 2.0211 -1.3751
C 0.6416 3.3971 -1.1150
H 1.9367 5.4783 1.2798
H 1.2077 7.2116 -0.3396
H 0.2063 6.5221 -2.4953
H -0.4640 4.8007 -4.0434
H -0.8187 2.4110 -4.5637
H -0.3642 0.6956 -2.8741
C -0.4844 -4.2064 0.5930
N -1.3796 -3.3915 1.3895
C -2.7403 -3.3121 1.2364
C -3.1836 -2.4216 2.1543
N -2.1128 -1.9537 2.8664
B -2.2548 -1.0213 4.1106
N -1.8859 0.4753 3.8412
C -1.4615 1.2715 4.8789
C -1.2989 2.5315 4.4289
N -1.6266 2.5160 3.0922
C -1.6625 3.6600 2.2179
C -1.9847 1.2455 2.7381
S -2.5452 0.8504 1.1798
C -1.0078 -2.5280 2.3648
S 0.6261 -2.4340 2.9282
H -0.9509 -5.1698 0.3883
H 0.4393 -4.3527 1.1442
H -0.2683 -3.6999 -0.3483
H -3.2712 -3.8909 0.5020
H -4.1809 -2.0838 2.3652
H -3.4174 -1.0641 4.4391
H -1.5081 -1.4225 4.9641
H -1.3042 0.8607 5.8605
H -0.9703 3.4241 4.9313
H -0.8224 4.3170 2.4309
H -2.5962 4.2162 2.3391
H -1.6085 3.3104 1.1898
C 3.9541 0.1207 -0.9321
C 3.2043 -0.9521 -1.6711
C 3.8676 -1.8013 -2.5447
C 3.1102 -2.7271 -3.2637
C 1.7448 -2.7568 -3.1240
C 1.1104 -1.8583 -2.2241
N 1.8852 -1.0074 -1.4902
N -0.2053 -1.7663 -2.0099
Si -1.4825 -2.1548 -3.0594
C -2.9896 -1.2067 -2.4372
C -1.1389 -1.6237 -4.8577
C -1.9548 -4.0071 -3.1290
H 4.2395 0.9069 -1.6345
H 4.8606 -0.2772 -0.4741
H 3.3182 0.5597 -0.1689
H 4.9406 -1.7351 -2.6663
H 3.6044 -3.4131 -3.9433
H 1.1350 -3.4554 -3.6827
H -2.7712 -0.1377 -2.3772
H -3.2769 -1.5262 -1.4329
H -3.8533 -1.3408 -3.0945
H -0.4872 -0.7462 -4.8661
H -2.0555 -1.3607 -5.3910
H -0.6330 -2.4065 -5.4278
H -2.6323 -4.2813 -2.3160
H -1.0742 -4.6501 -3.0529
H -2.4599 -4.2480 -4.0679
C 1.8908 0.1126 4.4793
O 1.1511 0.2130 3.2759
C 1.3594 -0.7458 2.2813
C 2.8325 -1.1325 2.1223
H 2.9643 0.2417 4.3084
H 1.7180 -0.8587 4.9570
H 1.5436 0.9100 5.1337
H 3.2442 -1.7133 2.9599
H 3.4163 -0.2119 2.0300
H 2.9534 -1.7146 1.2090

---

(2)
75
Properties=species:S:1:pos:R:3 method="wB97M-V/def2-TZVPD" homo_energy_ev="-0.5 / -0.6" charge=-1 homo_lumo_gap_ev="2.68 / 2.74" lumo_energy_ev="2.16 / 2.13"
Bi 0.5592 0.6340 0.4303
N 2.3861 3.6895 -0.6537
N -0.0308 1.4083 -2.2551
C -1.3454 0.1538 2.2516
C -1.6087 1.5371 1.9227
C -0.5026 2.3247 2.3991
C -0.3053 3.7881 2.2006
H -1.1702 4.2524 1.7039
H 0.5956 4.0114 1.6021
H -0.1860 4.2991 3.1675
C 0.4332 1.4455 3.0439
C 1.7279 1.8499 3.6624
H 1.5836 2.1654 4.7078
H 2.1963 2.7054 3.1478
H 2.4556 1.0239 3.6905
C -0.0932 0.1034 2.9779
C 0.5135 -1.1031 3.6021
H 1.6130 -1.0917 3.5470
H 0.1526 -2.0351 3.1443
H 0.2555 -1.1671 4.6735
C -2.8174 2.0600 1.2206
H -3.5657 2.4433 1.9368
H -3.3258 1.2833 0.6284
H -2.5729 2.8971 0.5453
C -2.2496 -1.0010 1.9728
H -1.6988 -1.9484 1.8727
H -2.8365 -0.8639 1.0518
H -2.9741 -1.1375 2.7941
C 3.6809 3.9050 -0.4465
H 3.9315 4.6742 0.2873
C 4.6830 3.2143 -1.1397
H 5.7204 3.4930 -0.9504
C 4.3256 2.2261 -2.0552
H 5.0961 1.6476 -2.5844
C 2.9734 1.9974 -2.3004
H 2.6277 1.2951 -3.0527
C 2.0133 2.7400 -1.5530
C 0.5910 2.4675 -1.5533
H -0.0865 3.2956 -1.3217
C -0.4345 0.3099 -1.5353
C -0.5095 1.3274 -3.5668
H -0.2908 2.0980 -4.2749
C -1.2354 0.2080 -3.6523
H -1.7487 -0.2309 -4.4790
N -1.2309 -0.3933 -2.3917
C -2.0362 -1.4980 -1.9832
C -3.4365 -1.3833 -2.0175
C -4.2101 -2.4710 -1.5984
H -5.3055 -2.4080 -1.6394
C -3.6038 -3.6461 -1.1431
C -4.4164 -4.8502 -0.7785
H -3.9729 -5.3503 0.0884
H -4.4431 -5.5745 -1.6037
H -5.4453 -4.5628 -0.5441
C -2.2102 -3.7050 -1.0343
H -1.7367 -4.6154 -0.6537
C -1.4100 -2.6471 -1.4736
C 0.0743 -2.7711 -1.3840
H 0.5942 -2.3256 -2.2363
H 0.3343 -3.8378 -1.3535
H 0.5055 -2.3422 -0.4708
C -4.1154 -0.1084 -2.4205
H -4.0279 0.0934 -3.4955
H -3.7540 0.7765 -1.8742
H -5.1892 -0.1958 -2.2026
C 4.4545 -0.1639 0.8484
S 3.5133 -1.1959 -0.2735
C 4.0530 -2.8216 0.2500
O 2.0762 -1.1182 0.3570
H 5.4876 -0.0514 0.4969
H 4.4510 -0.6502 1.8336
H 3.9813 0.8260 0.8812
H 3.9161 -2.9287 1.3413
H 3.4658 -3.5661 -0.3052
H 5.1104 -2.9102 -0.0303

---

(3)
98
Properties=species:S:1:pos:R:3 method="wB97M-V/def2-TZVPD" homo_energy_ev=-9.4 charge=+1 homo_lumo_gap_ev=4.19 lumo_energy_ev=-5.20
Ca -1.7548 -1.4468 3.3898
C -0.0481 0.0812 -0.1623
F 0.8681 -0.1615 0.7567
F -0.2906 1.3769 -0.1382
F 0.2792 -0.4629 -1.3115
S -1.6496 -0.7961 0.3707
O -2.5250 -0.7719 -0.7535
O -1.1399 -2.0980 0.8024
N -2.1501 -0.0043 1.8047
S -3.1281 1.1400 1.3453
O -2.9605 1.7558 0.0615
O -4.4892 0.8119 1.7151
C -2.7041 2.5148 2.5803
F -3.0772 3.6542 2.0735
F -3.2872 2.2595 3.7323
F -1.3851 2.5610 2.7721
C 2.2989 -3.1838 -1.7540
C 3.2413 -4.0031 -0.9271
C 2.9169 -5.5209 -0.8052
O 4.1162 -6.1903 -1.2301
C 5.0237 -5.2687 -1.6145
O 6.1628 -5.4197 -1.8964
O 4.3789 -4.0906 -1.8261
H 1.4171 -2.7531 -1.2696
H 1.9109 -3.6579 -2.6613
H 2.7730 -2.3241 -2.2378
H 3.5144 -3.5482 0.0193
H 1.9636 -5.7386 -1.2809
H 2.8610 -5.8042 0.2466
C -7.4107 1.5172 5.6153
C -6.6442 0.2020 5.6317
C -6.4997 -0.4990 4.2592
O -5.1497 -0.8775 4.1590
C -4.4626 -0.2811 5.1495
O -3.2602 -0.3446 5.2821
O -5.2402 0.4862 5.8668
H -7.2822 1.9585 6.6043
H -8.4549 1.3943 5.3466
H -6.9041 2.2104 4.9435
H -7.0192 -0.5353 6.3399
H -6.7694 0.1693 3.4352
H -7.2481 -1.2863 4.1563
C 1.9594 2.9468 2.6987
C 3.0508 2.7143 3.7280
C 3.9030 4.0055 4.0301
O 3.9147 4.0749 5.4223
C 3.0470 3.2355 5.9816
O 2.6542 3.2600 7.0987
O 2.6892 2.3115 5.0426
H 1.0946 3.3770 3.2126
H 1.5908 2.0179 2.2676
H 2.2617 3.6795 1.9546
H 3.8986 2.1480 3.3324
H 3.3590 4.8829 3.6557
H 4.8824 4.0372 3.5597
C -4.9581 -0.2355 -2.9116
C -4.2324 -1.3886 -3.5326
C -4.7876 -1.9399 -4.8823
O -3.7603 -1.7031 -5.7907
C -2.7224 -1.0321 -5.2271
O -1.8091 -0.5528 -5.7968
O -2.9515 -0.8740 -3.9112
H -4.8842 0.5904 -3.6265
H -4.3989 0.0685 -2.0295
H -6.0198 -0.4096 -2.7417
H -4.1287 -2.1913 -2.7989
H -5.7874 -1.5493 -5.0760
H -4.8729 -3.0236 -4.7537
N -0.6724 2.7337 -3.9457
C -0.5768 4.1069 -3.9534
C 0.5850 4.4749 -3.3349
C 1.1532 3.3121 -2.7801
C 0.4355 2.2697 -3.2354
H -1.4477 2.1630 -4.2227
H -1.4004 4.6999 -4.3180
H 1.0889 5.4269 -3.4008
H 1.9612 3.1761 -2.0770
H 0.4617 1.1984 -3.1159
N 4.2836 -1.3557 -5.7538
C 4.5905 -0.1310 -5.2676
C 3.5056 0.2944 -4.5305
C 2.5675 -0.7580 -4.4803
C 3.0762 -1.7905 -5.2679
H 4.9204 -1.9270 -6.2791
H 5.5513 0.2672 -5.5500
H 3.4723 1.2605 -4.0521
H 1.6271 -0.7502 -3.9556
H 2.7266 -2.7743 -5.5273
N 5.3161 -0.7600 2.6614
C 3.9538 -0.8582 2.5204
C 3.7998 -1.4731 1.3079
C 5.0406 -1.4396 0.5525
C 5.9570 -1.0563 1.5210
H 5.7484 -0.4574 3.5181
H 3.3649 -0.6993 3.4084
H 2.8217 -1.7738 0.9530
H 5.2684 -1.8151 -0.4292
H 7.0363 -1.0387 1.5373